Entry 1:
{
  "formula": "C2H11NO2S",
  "method": "the ωB97M-V functional and the def2-TZVPD basis",
  "symbols": ["N", "C", "C", "S", "H", "H", "H", "H", "H", "H", "H", "O", "H", "H", "O", "H", "H"],
  "xyz": [[-1.33698, 0.28890, -1.54660], [-0.45161, 0.47716, -0.42337], [0.61141, 1.57943, -0.67585], [1.68600, 2.06593, 0.68169], [-1.98217, 1.05674, -1.69396], [-0.94495, 0.13382, -2.46829], [0.08183, -0.45022, -0.11678], [-1.10712, 0.67172, 0.42580], [1.14845, 1.23109, -1.57356], [0.11515, 2.49338, -1.04703], [2.41513, 2.83906, -0.11994], [-4.30377, -1.12764, -1.82065], [-5.09615, -1.65430, -1.98172], [-3.91943, -1.42830, -0.99788], [4.39623, -2.84077, 4.83467], [3.89203, -3.25682, 4.12937], [4.79594, -2.07920, 4.39410]],
  "total_energy_ev": -18672.1974,
  "multiplicity": 1,
  "gap_ev": 9.787,
  "de_lowest_kj_mol": 65.0,
  "fmax_ev_per_a": 1.74
}


Entry 2:
{
  "formula": "C2H11NO2S",
  "method": "the ωB97M-V functional and the def2-TZVPD basis",
  "symbols": ["N", "C", "C", "S", "H", "H", "H", "H", "H", "H", "H", "O", "H", "H", "O", "H", "H"],
  "xyz": [[-1.84892, 0.60931, -0.77673], [-1.30899, -0.09907, -1.93737], [0.18244, 0.08369, -1.96197], [0.86752, -0.59631, -3.48581], [-2.79734, 0.33402, -0.58766], [-1.28690, 0.34407, 0.03044], [-1.56207, -1.15175, -1.95101], [-1.67533, 0.40568, -2.81976], [0.60961, -0.37635, -1.06651], [0.38085, 1.13662, -1.86944], [1.45785, -1.68113, -2.97148], [1.84316, 1.67569, 3.56085], [1.79139, 1.16590, 4.37744], [2.64905, 1.35914, 3.13902], [0.60696, -0.99499, 2.85026], [-0.09530, -0.35676, 2.67311], [0.18600, -1.85773, 2.79662]],
  "total_energy_ev": -18672.3720,
  "multiplicity": 1,
  "gap_ev": 9.578,
  "de_lowest_kj_mol": 48.2,
  "fmax_ev_per_a": 0.81
}


Entry 3:
{
  "formula": "C2H11NO2S2",
  "method": "the ωB97M-V functional and the def2-TZVPD basis",
  "symbols": ["N", "C", "C", "S", "S", "H", "H", "H", "H", "H", "H", "H", "H", "H", "O", "H", "H", "O"],
  "xyz": [[0.62300, 1.99654, 1.91529], [0.12850, 0.67252, 2.09879], [0.61211, -0.14937, 0.92517], [0.18917, -1.81829, 1.00152], [-0.79774, 1.64433, -0.94283], [0.26818, 2.31504, 1.04506], [0.57508, 2.55470, 2.72731], [-0.96362, 0.60848, 2.19713], [0.53000, 0.33150, 3.04036], [1.66563, -0.04904, 0.74294], [0.04169, 0.28113, 0.00037], [-0.27815, 2.48350, -1.85086], [0.66295, -1.54341, -2.14008], [0.94237, -0.09307, -1.67697], [1.27990, -0.81232, -2.22686], [-0.73182, -1.76955, -0.94698], [-1.75639, -2.70135, -1.70349], [-1.24183, -1.89202, -1.77018]],
  "total_energy_ev": -29503.6609,
  "multiplicity": 1,
  "gap_ev": 5.366,
  "de_lowest_kj_mol": 433.8,
  "fmax_ev_per_a": 4.15
}


Entry 4:
{
  "formula": "C2H11NO3",
  "method": "the ωB97M-V functional and the def2-TZVPD basis",
  "symbols": ["C", "C", "N", "H", "H", "H", "H", "H", "H", "H", "O", "H", "H", "O", "H", "H", "O"],
  "xyz": [[-1.92660, 1.06796, 0.15932], [-0.68000, -0.35746, -1.37520], [-0.79648, 0.62833, -0.62139], [-2.05427, 0.36478, 0.97481], [-2.82802, 1.18779, -0.43609], [-1.81987, 2.06722, 0.64843], [0.28045, -0.77611, -1.66414], [-1.61923, -0.76821, -1.71864], [-2.19406, 4.73375, 0.69442], [-2.19979, 5.96723, 1.44642], [-1.75240, 5.58548, 0.67644], [3.40391, -3.19945, -0.80280], [2.26412, -3.89711, -1.09240], [3.00584, -3.55241, -1.62238], [3.62478, -3.14468, 1.99286], [2.20088, -3.10089, 1.48212], [3.09075, -2.80621, 1.25822]],
  "total_energy_ev": -9874.2823,
  "multiplicity": 2,
  "gap_ev": [8.003, 4.800],
  "de_lowest_kj_mol": 229.1,
  "fmax_ev_per_a": 2.11,
  "total_charge": 1
}


Entry 5:
{
  "formula": "C2H11NO3",
  "method": "the ωB97M-V functional and the def2-TZVPD basis",
  "symbols": ["C", "C", "N", "H", "H", "H", "H", "H", "H", "H", "O", "H", "H", "O", "H", "H", "O"],
  "xyz": [[0.72969, -0.86795, -1.66626], [-0.11362, 0.15256, -1.94677], [-1.12099, 0.52149, -1.09539], [0.39049, -1.57905, -0.91418], [1.60562, -1.08352, -2.25986], [-0.00852, 0.70613, -2.88557], [-1.49245, -0.19000, -0.43713], [-1.02103, 1.41007, -0.59870], [2.56955, 1.44896, 0.84439], [1.44662, 0.53916, -0.04373], [1.85138, 0.82567, 0.75792], [0.46299, 0.61414, 1.81912], [0.16752, -0.19604, 3.06975], [-0.25674, 0.40818, 2.44050], [-1.12574, -0.52456, 1.29286], [-2.49032, -1.09423, 0.98683], [-1.59446, -1.09102, 0.63623]],
  "total_energy_ev": -9875.7725,
  "multiplicity": 2,
  "gap_ev": [11.549, 7.685],
  "de_lowest_kj_mol": 85.3,
  "fmax_ev_per_a": 2.42,
  "total_charge": 1
}


Entry 6:
{
  "formula": "C2H11NO4",
  "method": "the ωB97M-V functional and the def2-TZVPD basis",
  "symbols": ["C", "N", "C", "O", "H", "H", "H", "H", "H", "O", "H", "H", "O", "H", "H", "O", "H", "H"],
  "xyz": [[-0.56668, -1.56735, 2.41458], [-0.49234, -0.56557, 1.35083], [-0.60539, 0.75759, 1.77938], [0.33338, 1.51797, 1.78712], [-0.94142, -2.49322, 1.95913], [0.39956, -1.68172, 2.90923], [-1.38560, -1.30913, 3.09277], [-0.05520, -0.94610, 0.52897], [-1.60625, 1.00098, 2.13173], [0.20126, 0.77617, -2.27096], [0.92556, 1.18202, -1.77621], [-0.17227, 1.52155, -2.75331], [1.72631, 2.32985, -0.70524], [1.36296, 1.89388, 0.07653], [2.60186, 2.52775, -0.38089], [-0.41732, -2.02877, -3.44078], [-0.04177, -1.15680, -3.61890], [-1.26664, -1.75912, -3.08395]],
  "total_energy_ev": -11931.9975,
  "multiplicity": 1,
  "gap_ev": 10.460,
  "de_lowest_kj_mol": 169.8,
  "fmax_ev_per_a": 2.09
}


Entry 7:
{
  "formula": "C2H12BKN4O2",
  "method": "the ωB97M-V functional and the def2-TZVPD basis",
  "symbols": ["K", "B", "H", "H", "H", "H", "C", "O", "N", "N", "H", "H", "H", "H", "C", "O", "N", "N", "H", "H", "H", "H"],
  "xyz": [[-0.00368, -0.31358, -0.24504], [-0.45541, -0.35569, 2.54075], [-0.78292, -1.36969, 2.37110], [-1.05131, 0.27418, 1.89856], [-0.62612, -0.10116, 3.57531], [0.60661, -0.30234, 2.35771], [-2.18701, 2.78297, 0.00599], [-1.05255, 2.33433, 0.25543], [-3.21765, 2.05401, -0.38321], [-2.53545, 4.02419, 0.00023], [-3.99185, 2.52120, -0.83315], [-3.41025, 1.06417, -0.32652], [-3.39393, 4.40552, 0.37129], [-1.65472, 4.50138, 0.12949], [2.86101, -2.20054, -1.29263], [2.50679, -1.11551, -0.99123], [3.44509, -2.47558, -2.36635], [2.58854, -3.26324, -0.63090], [3.85619, -3.37910, -2.55280], [3.52852, -1.75505, -3.06919], [2.67665, -4.12625, -1.14816], [2.29341, -3.20424, 0.33322]],
  "total_energy_ev": -29324.1813,
  "multiplicity": 1,
  "gap_ev": 7.733,
  "fmax_ev_per_a": 8.30
}


Entry 8:
{
  "formula": "C2H12N2O2",
  "method": "the ωB97M-V functional and the def2-TZVPD basis",
  "symbols": ["C", "C", "N", "N", "H", "H", "H", "H", "H", "H", "H", "H", "H", "H", "O", "H", "H", "O"],
  "xyz": [[-1.10833, -0.55647, 0.31288], [0.29744, -0.84065, -0.07138], [1.16860, 0.21408, 0.37228], [-2.07942, -1.71679, 0.05498], [-1.19953, -0.50975, 1.44003], [-1.28289, 0.41920, 0.05511], [0.52984, -1.73948, 0.49381], [0.40745, -0.89502, -1.14936], [0.84011, 0.54443, 1.29145], [1.21407, 1.05082, -0.11670], [-2.94460, -1.44502, -0.41262], [-1.98724, -2.04618, 1.05157], [-1.32353, 2.02598, 0.76918], [-0.18718, 3.03602, 1.06451], [-0.94906, 2.48308, 1.51744], [2.51883, -0.48173, -1.78950], [3.27379, 0.60046, -2.29582], [2.81166, -0.14296, -2.58787]],
  "total_energy_ev": -9332.6115,
  "multiplicity": 2,
  "gap_ev": [11.439, 5.089],
  "de_lowest_kj_mol": 253.6,
  "fmax_ev_per_a": 5.67,
  "total_charge": 1
}


Entry 9:
{
  "formula": "C2H12N2O3",
  "method": "the ωB97M-V functional and the def2-TZVPD basis",
  "symbols": ["H", "N", "C", "N", "C", "H", "H", "H", "H", "H", "O", "H", "H", "O", "H", "H", "O", "H", "H"],
  "xyz": [[-2.82444, -0.84643, 0.46799], [-2.50472, -0.05743, -0.18513], [-1.30857, -0.12312, -0.52196], [-0.68165, 1.04466, -0.97213], [0.58232, 0.86056, -1.69539], [-0.72984, -1.00489, -0.19533], [-1.22242, 1.87003, -1.28297], [1.18757, 1.86506, -1.64763], [1.10107, 0.04030, -1.23740], [0.47047, 0.54757, -2.75235], [2.39956, -1.63670, 0.70008], [2.37861, -0.78087, 0.97527], [3.29763, -1.67333, 0.31267], [-0.30228, -2.91511, 1.51067], [0.34184, -2.30384, 1.37208], [0.09141, -3.71894, 1.07472], [-0.56077, 3.24191, 1.31569], [-0.49821, 2.46398, 0.76791], [-1.21756, 3.12657, 1.99319]],
  "total_energy_ev": -11390.2583,
  "multiplicity": 1,
  "gap_ev": 9.493,
  "de_lowest_kj_mol": 143.8,
  "fmax_ev_per_a": 4.65
}


Entry 10:
{
  "formula": "C2H12N2O3",
  "method": "the ωB97M-V functional and the def2-TZVPD basis",
  "symbols": ["C", "N", "C", "N", "H", "H", "H", "H", "H", "H", "O", "H", "H", "O", "H", "H", "O", "H", "H"],
  "xyz": [[2.62387, -0.43143, 1.02695], [1.22428, -0.28042, 0.86652], [0.22386, -0.79769, 1.47225], [0.28584, -1.98084, 2.21636], [3.13534, -0.14453, 0.10661], [3.05873, -1.39736, 1.32911], [3.25065, 0.31521, 1.66492], [-0.78766, -0.33184, 1.12920], [1.16781, -2.52134, 2.35243], [-0.51017, -2.42972, 2.69486], [-1.42834, -1.19875, -2.82952], [-0.78499, -0.81896, -3.54236], [-1.15272, -0.67329, -1.96401], [-2.07940, 2.53457, 0.14975], [-1.27110, 2.77989, 0.52382], [-2.77999, 2.85038, 0.68933], [-0.40542, 1.51268, -2.07076], [0.48548, 1.48879, -2.47110], [-0.16337, 1.29830, -1.08392]],
  "total_energy_ev": -11389.5512,
  "multiplicity": 1,
  "gap_ev": 9.682,
  "de_lowest_kj_mol": 212.0,
  "fmax_ev_per_a": 3.42
}


Number 9 is which compound?
C2H12N2O3